8
Properties=species:S:1:pos:R:3:forces:R:3:nbo_charge:R:1 method="wB97M-V/def2-TZVPD" e_lumo_ev="-0.9 / 0.7" relative_energy_kcal_mol=95.68 fmax_ev_per_a=1.07
C 1.15762 0.09862 -0.64042 -0.73 -0.73 -0.30 -0.0737
O 1.73552 0.16718 0.55885 0.38 0.38 0.76 -0.6583
P -1.91956 -1.09000 0.02075 0.59 -0.78 -0.17 0.2992
Cl -2.62361 0.78192 -0.14800 -0.40 0.98 -0.12 -0.3060
H 1.34984 -0.80493 -1.18604 0.14 -0.06 -0.10 0.1665
H 0.58408 0.89895 -1.05256 -0.13 0.44 -0.04 0.1593
H 1.49016 0.97909 1.02403 0.03 -0.19 -0.19 0.4854
H -1.77405 -1.03084 1.42338 0.12 -0.03 0.16 -0.0723